(one)
{"formula": "C3H4NOS2", "method": "wB97M-V/def2-TZVPD", "symbols": ["C", "C", "C", "N", "O", "S", "S", "H", "H", "H", "H"], "coordinates": [[1.859, -2.717, 0.348], [3.007, -0.538, 0.731], [-0.067, 0.549, -0.536], [2.152, -1.517, 0.398], [1.570, -3.853, 0.300], [4.646, -0.700, 0.852], [-0.209, 1.751, 0.799], [-1.096, 0.203, -0.807], [0.492, 0.910, -1.467], [0.448, -0.252, -0.171], [2.662, 0.433, 0.922]], "nbo_charge": [0.93, -0.04, -0.74, -0.56, -0.49, -0.09, -0.74, 0.17, 0.16, 0.17, 0.25], "total_charge": -1, "homo_energy_ha": -0.0870}

***

(two)
{"formula": "C3H4NOS2", "method": "wB97M-V/def2-TZVPD", "symbols": ["C", "C", "C", "N", "O", "S", "S", "H", "H", "H", "H"], "coordinates": [[-1.006, 0.401, -0.044], [2.139, -0.230, 0.903], [-0.871, -0.855, 0.458], [-0.996, 0.750, -1.417], [1.961, -0.630, 1.993], [2.454, -0.090, -0.595], [-1.304, 1.703, 0.967], [-0.604, -0.809, 1.531], [-0.658, -1.821, -0.125], [-0.754, 0.101, -2.124], [-0.361, 1.480, -1.548]], "nbo_charge": [0.00, 0.46, -0.68, -0.85, -0.47, -0.01, -0.53, 0.21, 0.16, 0.34, 0.36], "total_charge": -1, "homo_energy_ha": -0.0859}

***

(two) (0.844 eV below the next structure)

***

(one)
{"formula": "CH12N2O4", "method": "wB97M-V/def2-TZVPD", "symbols": ["N", "C", "N", "H", "H", "H", "H", "H", "H", "O", "H", "H", "O", "H", "H", "O", "H", "H", "O"], "coordinates": [[-0.573, -1.316, 0.951], [-0.660, -0.389, 1.953], [-0.143, 0.787, 1.748], [0.311, -1.208, 0.461], [-0.601, -2.241, 1.373], [-1.347, -0.525, 2.796], [-0.223, 1.298, 2.625], [1.918, 2.048, -0.805], [1.211, 1.500, 0.452], [1.483, 1.267, -0.449], [-1.867, 2.230, -4.494], [-3.037, 1.856, -3.619], [-2.324, 2.502, -3.691], [-0.520, -2.892, -2.113], [-1.363, -1.841, -1.400], [-1.005, -2.733, -1.297], [2.441, 0.053, 1.209], [3.110, -0.075, 2.612], [3.188, -0.320, 1.688]], "nbo_charge": [-0.79, 0.29, -0.77, 0.40, 0.38, 0.16, 0.34, 0.47, 0.49, -0.97, 0.47, 0.47, -0.93, 0.47, 0.48, -0.94, 0.48, 0.46, -0.95], "total_charge": 0, "homo_energy_ha": -0.3573, "smiles": "[H]/N=C/N.O.O.O.O"}

***

(two)
{"formula": "CH12N2O4", "method": "wB97M-V/def2-TZVPD", "symbols": ["N", "C", "N", "H", "H", "H", "H", "H", "H", "O", "H", "H", "O", "H", "H", "O", "H", "H", "O"], "coordinates": [[-1.825, 1.364, -0.551], [-0.554, 1.816, -0.337], [-0.163, 2.042, 0.864], [-2.169, 0.908, 0.282], [-2.084, 0.980, -1.433], [0.090, 1.893, -1.209], [0.698, 2.579, 0.838], [0.691, -1.395, 1.523], [0.218, 0.028, 1.153], [-0.091, -0.892, 1.328], [5.135, -1.112, -0.470], [4.535, -2.247, -1.274], [4.345, -1.348, -0.970], [0.889, -0.848, -2.485], [0.036, -1.359, -1.373], [0.000, -0.832, -2.186], [-3.962, -0.434, 2.375], [-2.545, -0.844, 2.170], [-3.245, -0.297, 1.755]], "nbo_charge": [-0.81, 0.30, -0.79, 0.42, 0.39, 0.16, 0.34, 0.47, 0.50, -0.98, 0.47, 0.47, -0.94, 0.47, 0.48, -0.95, 0.47, 0.49, -0.95], "total_charge": 0, "homo_energy_ha": -0.3290, "smiles": "[H]/N=C/N.O.O.O.O"}

***

(two) (0.354 eV below the next structure)